No. 1
{
  "formula": "C4H8S",
  "method": "ωB97M-V with the def2-TZVPD basis set",
  "species": ["C", "C", "C", "C", "H", "H", "H", "H", "H", "H", "H", "H", "S"],
  "xyz": [[-0.2389, -0.5125, 0.9707], [-0.8292, -0.7560, -0.4679], [-1.2605, 0.3822, -1.4022], [-0.7855, 1.6595, -1.4885], [1.6512, -0.5105, 2.2813], [-0.7269, 0.3722, 1.3180], [-0.6276, -1.3974, 1.4823], [-1.8212, -1.4066, -0.5278], [0.0611, -1.1352, -0.9618], [-2.2327, 0.2004, -1.9093], [-1.2053, 2.3830, -2.2543], [-0.2308, 2.1818, -0.7797], [1.4885, -0.3329, 0.9799]],
  "nbo_charge": [-0.57, -0.45, -0.18, -0.41, 0.12, 0.21, 0.23, 0.22, 0.23, 0.20, 0.20, 0.19, 0.00],
  "orbital_gap_ev": 9.962,
  "e_lumo_ev": 0.87,
  "smiles": "C=CCCS"
}

No. 2
{
  "formula": "C4H8S2",
  "method": "ωB97M-V with the def2-TZVPD basis set",
  "species": ["C", "C", "C", "C", "S", "S", "H", "H", "H", "H", "H", "H", "H", "H"],
  "xyz": [[0.6682, -1.0934, 0.8366], [0.1613, -0.2039, -0.2709], [-1.2468, 0.1371, 0.4128], [0.9629, 1.0318, -0.4984], [-0.9072, -1.0357, 1.7146], [-2.6698, -0.1025, -0.6291], [1.1848, -2.0174, 0.5697], [1.4865, -0.8548, 1.4739], [-0.1013, -0.8131, -1.1217], [-1.2347, 1.1986, 0.8618], [0.8244, 1.8771, 0.2724], [0.7301, 1.6601, -1.4320], [2.0626, 0.6985, -0.4249], [-1.9210, -0.4825, -1.7649]],
  "nbo_charge": [-0.54, -0.23, -0.50, -0.62, 0.23, 0.00, 0.22, 0.22, 0.22, 0.23, 0.22, 0.23, 0.22, 0.12],
  "orbital_gap_ev": 9.426,
  "e_lumo_ev": 0.83
}

For the records above, the corresponding F_max values read 3.5, 3.0 eV/A.
For the records above, the corresponding E_HOMO values read -0.334, -0.316 hartree.